# 1
Density functional theory data (the ωB97M-V functional and the def2-TZVPD basis) for a structure of composition C29H47F6N2O8S3 at a distorted geometry.

Structure (ORCA input):
```
! RIJCOSX wB97M-V def2-TZVPD def2/J DEFGRID3
* xyz -1 1
C 7.655 -3.316 -0.515
C 8.287 -2.094 0.277
C 7.114 -1.160 0.775
C 7.562 0.368 0.807
C 7.194 1.128 -0.538
C 6.578 2.543 -0.164
C 5.288 2.763 -1.088
C 4.270 3.652 -0.253
C 2.897 3.644 -1.038
C 1.901 4.789 -0.579
C 0.630 4.137 0.159
C -0.593 4.324 -0.844
C -1.920 3.633 -0.329
C -2.333 4.325 1.034
C -2.594 3.238 2.192
C -4.106 3.370 2.622
C -5.036 2.661 1.523
C -6.340 2.192 2.261
C -7.249 1.183 1.453
C -6.470 0.129 0.572
C -6.637 0.434 -0.969
O -6.158 1.736 -1.422
S -5.629 1.553 -2.993
O -6.157 2.459 -3.992
O -4.197 1.836 -2.923
O -5.963 -0.065 -3.212
C -5.794 -0.545 -1.851
C -5.877 -2.060 -1.564
C -7.106 -2.748 -1.135
C -7.007 -4.185 -0.858
C -5.698 -4.798 -1.029
N -4.553 -4.202 -1.445
C -4.676 -2.873 -1.682
H 8.498 -3.934 -0.923
H 7.103 -3.973 0.204
H 6.975 -2.909 -1.303
H 8.910 -2.479 1.123
H 8.935 -1.469 -0.405
H 6.810 -1.432 1.819
H 6.222 -1.314 0.116
H 7.039 0.814 1.698
H 8.667 0.457 0.997
H 6.451 0.479 -1.075
H 8.063 1.261 -1.232
H 6.208 2.611 0.889
H 7.323 3.371 -0.300
H 5.574 3.235 -2.065
H 4.760 1.790 -1.285
H 4.680 4.681 -0.087
H 4.147 3.159 0.745
H 3.144 3.833 -2.117
H 2.385 2.650 -0.976
H 2.366 5.544 0.101
H 1.546 5.309 -1.514
H 0.816 3.058 0.395
H 0.485 4.685 1.122
H -0.803 5.426 -0.957
H -0.239 3.899 -1.821
H -1.775 2.524 -0.252
H -2.740 3.857 -1.067
H -1.576 5.033 1.448
H -3.298 4.883 0.872
H -1.921 3.384 3.072
H -2.419 2.210 1.769
H -4.449 4.416 2.807
H -4.232 2.733 3.547
H -5.231 3.373 0.672
H -4.412 1.835 1.102
H -6.964 3.121 2.420
H -6.146 1.778 3.282
H -7.824 0.589 2.222
H -8.033 1.677 0.819
H -6.941 -0.876 0.764
H -5.388 0.010 0.822
H -7.740 0.404 -1.187
H -4.706 -0.320 -1.639
H -8.040 -2.158 -1.013
H -7.924 -4.712 -0.522
H -5.631 -5.892 -0.796
H -3.745 -2.338 -2.008
C 3.510 -5.729 -1.915
F 4.360 -5.033 -2.688
F 2.283 -5.579 -2.450
F 3.827 -7.031 -2.059
S 3.568 -5.197 -0.164
O 3.181 -3.808 -0.198
O 4.932 -5.441 0.244
N 2.480 -6.213 0.381
S 2.204 -6.100 1.940
O 1.528 -4.906 2.383
O 3.259 -6.563 2.807
C 0.929 -7.409 2.031
F 1.401 -8.607 1.633
F -0.131 -7.142 1.243
F 0.454 -7.574 3.277
*
```

Maximum force (eV Å⁻¹): 4.7
E_LUMO (eV): 1.3193
Kohn-Sham gap (eV): 7.89
HOMO energy (Eh): -0.2416
Energy above the lowest of the compared OMol25 structures with the same formula, charge and spin (kcal/mol): 0.0

Atom charges from the Löwdin analysis, given in e for atoms 1 to 2: -0.1189 -0.2616



# 2
Density functional theory data (the ωB97M-V functional and the def2-TZVPD basis) for a structure of composition C13H18ClO4S4Se4Y at a distorted geometry.

Structure (ORCA input):
```
! RIJCOSX wB97M-V def2-TZVPD def2/J DEFGRID3
* xyz -2 1
Y 0.207 -2.656 0.141
O 2.736 -3.313 2.641
S 1.356 -2.884 2.607
O 0.803 -2.581 3.914
O 1.209 -1.654 1.695
O 0.490 -3.903 1.884
Se -0.821 -2.871 -2.553
Se 0.824 -4.273 -3.479
Se 2.845 -3.533 -2.534
Se 2.647 -3.725 -0.199
C -0.128 2.898 -2.339
C -1.198 2.152 -1.546
S -0.601 0.604 -0.885
C 0.567 1.177 0.373
C 2.040 1.061 -0.070
S 2.328 -0.426 -1.076
C 2.640 0.185 -2.769
C 2.247 1.580 -3.258
S 0.526 1.931 -3.726
H 0.705 3.175 -1.692
H -0.542 3.819 -2.756
H -2.032 1.883 -2.198
H -1.590 2.774 -0.735
H 0.411 0.539 1.243
H 0.297 2.195 0.666
H 2.679 0.961 0.807
H 2.361 1.942 -0.621
H 2.196 -0.584 -3.401
H 3.724 0.114 -2.885
H 2.798 1.738 -4.187
H 2.576 2.367 -2.579
Cl -2.815 3.295 3.435
C -2.620 1.665 2.781
C -1.811 0.746 3.428
C -1.659 -0.533 2.911
C -2.290 -0.941 1.715
C -2.063 -2.255 1.130
C -3.126 0.025 1.114
C -3.292 1.301 1.626
H -1.292 1.029 4.336
H -1.002 -1.230 3.421
H -2.834 -2.532 0.407
H -1.915 -3.034 1.882
H -3.644 -0.245 0.199
H -3.938 2.016 1.129
*
```

Maximum force (eV Å⁻¹): 2.5
E_LUMO (eV): 3.9288
Kohn-Sham gap (eV): 5.23
HOMO energy (Eh): -0.0477
Energy above the lowest of the compared OMol25 structures with the same formula, charge and spin (kcal/mol): 40.6

Atom charges from the Löwdin analysis, given in e for atoms 1 to 2: 0.8312 -0.4009



# 3
Density functional theory data (the ωB97M-V functional and the def2-TZVPD basis) for the molecule C4H4ClNOS at a distorted geometry.

Structure (ORCA input):
```
! RIJCOSX wB97M-V def2-TZVPD def2/J DEFGRID3
* xyz 0 1
C -1.478 -0.040 1.073
C -0.704 1.069 0.883
C -1.965 -1.430 -0.901
C 1.680 -0.375 -0.945
N -1.720 -0.796 0.036
O 0.550 0.253 -1.339
S 0.132 1.614 -0.509
Cl 1.519 -1.417 0.427
H -2.178 -0.088 1.909
H -0.335 1.727 1.655
H 2.106 -0.903 -1.706
H 2.394 0.386 -0.583
*
```

Maximum force (eV Å⁻¹): 4.6
E_LUMO (eV): -0.2133
Kohn-Sham gap (eV): 8.76
HOMO energy (Eh): -0.3298
Energy above the lowest of the compared OMol25 structures with the same formula, charge and spin (kcal/mol): 71.9

Atom charges from the Löwdin analysis, given in e for atoms 1 to 2: -0.2519 -0.4096



# 4
Density functional theory data (the ωB97M-V functional and the def2-TZVPD basis) for the molecule C5H10O4 at a distorted geometry.

Structure (ORCA input):
```
! RIJCOSX wB97M-V def2-TZVPD def2/J DEFGRID3
* xyz 0 1
C 2.081 -1.010 0.324
C 1.425 0.349 0.550
O 2.349 1.411 0.383
C 0.327 0.619 -0.468
O -0.486 -0.539 -0.560
C -1.696 -0.346 -1.208
O -2.766 -0.746 -0.358
C -2.917 -0.002 0.749
O -2.385 1.063 0.963
H 2.177 -1.204 -0.741
H 3.070 -1.016 0.777
H 1.476 -1.798 0.763
H 0.959 0.391 1.538
H 3.051 1.289 1.020
H -0.258 1.478 -0.147
H 0.800 0.847 -1.426
H -1.823 0.682 -1.540
H -1.761 -1.012 -2.065
H -3.623 -0.457 1.449
*
```

SMILES: C[C@@H](O)COCOC=O
Maximum force (eV Å⁻¹): 1.2
E_LUMO (eV): 0.9221
Kohn-Sham gap (eV): 11.31
HOMO energy (Eh): -0.3817
Energy above the lowest of the compared OMol25 structures with the same formula, charge and spin (kcal/mol): 32.2

Atom charges from the Löwdin analysis, given in e for atoms 1 to 2: -0.0328 -0.4147



# 5
Density functional theory data (the ωB97M-V functional and the def2-TZVPD basis) for a structure of composition C28H27N2PtTe.

Structure (ORCA input):
```
! RIJCOSX wB97M-V def2-TZVPD def2/J DEFGRID3
* xyz -1 1
Pt -1.065 0.207 0.039
C -1.599 1.337 -6.245
C -0.565 1.103 -5.348
C -0.807 1.149 -3.985
C -2.088 1.454 -3.529
C -3.132 1.682 -4.420
C -2.878 1.621 -5.781
N -2.234 1.453 -2.115
N -3.226 2.067 -1.687
C -3.378 2.060 -0.273
C -4.441 2.859 0.157
C -4.741 2.971 1.500
C -3.961 2.254 2.403
C -2.913 1.459 1.970
C -2.561 1.328 0.614
H -1.412 1.291 -7.311
H 0.431 0.878 -5.711
H -0.033 0.962 -3.251
H -4.119 1.900 -4.036
H -3.682 1.792 -6.486
H -5.012 3.385 -0.598
H -5.560 3.592 1.839
H -4.173 2.315 3.465
H -2.333 0.919 2.707
C -2.158 -1.551 -0.003
C -0.823 -2.170 -0.068
C -0.150 -2.618 1.092
C 1.175 -2.987 1.050
C 1.892 -2.913 -0.146
C 1.266 -2.458 -1.288
C -0.076 -2.079 -1.254
H -2.733 -1.788 0.891
H -2.756 -1.659 -0.908
H -0.694 -2.636 2.029
H 1.678 -3.292 1.960
H 2.943 -3.173 -0.162
H 1.819 -2.372 -2.215
H -0.563 -1.726 -2.155
C 4.691 -2.073 4.063
C 3.863 -1.228 3.133
C 4.305 -0.913 1.859
C 3.552 -0.129 0.986
C 4.113 0.152 -0.378
C 2.307 0.364 1.394
Te 1.184 1.599 0.066
C 1.856 0.069 2.693
C 0.542 0.575 3.201
C 2.633 -0.722 3.530
H 5.532 -2.525 3.536
H 4.098 -2.879 4.501
H 5.095 -1.482 4.888
H 5.263 -1.298 1.519
H 4.982 -0.482 -0.569
H 4.421 1.196 -0.475
H 3.361 -0.019 -1.149
H -0.269 0.179 2.582
H 0.477 1.661 3.109
H 0.390 0.287 4.244
H 2.261 -0.948 4.526
*
```

Maximum force (eV Å⁻¹): 0.6
E_LUMO (eV): 2.6354
Kohn-Sham gap (eV): 6.17
HOMO energy (Eh): -0.1297
Energy above the lowest of the compared OMol25 structures with the same formula, charge and spin (kcal/mol): 20.2

Atom charges from the Löwdin analysis, given in e for atoms 1 to 2: 0.6563 -0.1128



# 6
Density functional theory data (the ωB97M-V functional and the def2-TZVPD basis) for a cluster of 11 separate species, C5H36N3O10 in total at a distorted geometry.

Structure (ORCA input):
```
! RIJCOSX wB97M-V def2-TZVPD def2/J DEFGRID3
* xyz 2 2
N 1.469 -0.826 1.350
C 2.004 -1.961 0.470
C 3.301 -1.499 -0.172
C 0.929 -2.264 -0.671
N 0.050 -3.313 -0.285
C -1.052 -3.076 0.643
C -2.276 -2.537 -0.085
N -3.079 -1.930 0.959
H 2.138 -0.057 1.422
H 1.067 -1.220 2.205
H 0.630 -0.319 0.959
H 2.210 -2.802 1.113
H 3.161 -0.928 -1.078
H 3.790 -2.455 -0.408
H 4.033 -1.080 0.513
H 0.511 -1.274 -0.828
H 1.572 -2.628 -1.463
H -0.264 -3.893 -1.069
H -0.695 -2.364 1.381
H -1.264 -3.949 1.262
H -2.814 -3.383 -0.513
H -2.110 -1.831 -0.905
H -2.556 -1.177 1.395
H -3.916 -1.505 0.590
H -1.637 4.134 -0.247
H -3.042 3.980 0.264
O -2.311 3.460 -0.091
H -1.842 3.698 -3.451
H -0.449 3.884 -3.497
O -1.134 3.865 -2.806
H 0.906 1.829 1.969
H 1.847 2.454 3.086
O 1.755 1.777 2.410
H 2.255 1.775 -0.910
H 3.321 1.641 0.305
O 2.592 1.242 -0.174
H -2.797 2.516 2.093
H -2.927 2.691 3.618
O -2.596 2.098 2.937
H -1.546 2.060 -1.799
H -2.295 0.847 -2.338
O -1.408 1.152 -2.117
H 2.155 3.824 -2.328
H 0.874 3.008 -2.138
O 1.795 2.933 -2.410
H 1.721 -0.865 -4.521
H 0.309 -1.352 -4.671
O 1.019 -1.300 -4.023
H -0.851 0.571 -0.452
H -1.108 1.317 0.939
O -0.799 0.505 0.521
H -0.493 -1.200 4.742
H -0.236 -2.591 4.160
O 0.084 -1.685 4.141
*
```

Maximum force (eV Å⁻¹): 3.4
E_LUMO (spin up / spin down) (eV): -4.9464 / -10.1832
Kohn-Sham gap (spin up / spin down) (eV): 10.56 / 5.31
HOMO energy (spin up / spin down) (Eh): -0.5700 / -0.5694
Energy above the lowest of the compared OMol25 structures with the same formula, charge and spin (kcal/mol): 1.5

Atom charges from the Löwdin analysis, given in e for atoms 1 to 2: 0.1829 -0.2404